Computed, not measured: the molecule C3H6N2O, with ωB97M-V/def2-TZVPD.

Geometry as XYZ:
```
12
Properties=species:S:1:pos:R:3:forces:R:3:lowdin_charge:R:1
C 0.361887 -1.440938 0.349234 0.0 0.0 0.3 -0.0184
C 0.065936 -0.010362 0.014210 -0.1 -0.2 0.9 -0.5313
N 0.973416 0.650453 -0.874454 -0.5 0.6 0.4 0.1528
O 0.144894 2.054527 -0.459455 1.6 -1.5 -1.1 -0.0232
C -0.402055 1.311137 0.581507 0.5 -1.0 0.5 -0.3087
N -1.339987 0.371054 0.072360 -0.3 -0.1 -0.5 0.1099
H 1.429208 -1.635730 0.475249 -0.1 0.1 0.0 0.0764
H -0.032845 -2.104383 -0.437088 0.1 0.3 0.1 0.0855
H -0.170055 -1.683603 1.267871 0.1 -0.1 0.0 0.0824
H 1.034753 0.129625 -1.787656 -0.8 1.6 -0.1 0.1196
H -0.350629 1.659301 1.608640 -0.3 0.3 -0.3 0.1482
H -1.714523 0.698920 -0.810418 -0.2 0.1 -0.1 0.1069
```
Positions in Å, forces in eV/Å.

Properties
- LUMO energy: 0.30 eV
- Frontier orbital gap: 9.94 eV
- Strongest force on any atom: 2.4 eV Å⁻¹

Computed, not measured: a cluster of 2 separate species, C4H13NO2 in total, with ωB97M-V/def2-TZVPD.

Geometry as XYZ:
```
20
Properties=species:S:1:pos:R:3:forces:R:3:lowdin_charge:R:1
C -0.167082 -1.633632 -0.328976 0.4 -0.6 0.2 -0.1319
N 0.765638 -0.527325 -0.283399 0.4 0.3 0.0 -0.1070
C 0.176973 0.809344 -0.490398 0.1 -0.6 -0.8 -0.3825
C -0.764266 0.871205 -1.695509 -1.0 0.0 0.8 -0.0614
C -0.433402 1.249305 0.831236 0.4 1.1 -0.4 -0.2090
O -1.106043 2.491672 0.619361 -0.4 0.0 -0.1 -0.0705
H 0.314405 -2.518341 0.081695 0.2 -0.2 0.0 0.0722
H -1.009616 -1.466086 0.320537 -0.4 0.3 0.1 0.0772
H -0.517623 -1.910776 -1.314556 -0.3 0.1 -0.4 0.0739
H 1.511533 -0.667681 -0.953678 -0.1 0.0 0.0 0.1157
H 0.991188 1.475206 -0.770213 0.3 0.1 0.5 0.1408
H -1.190321 1.871563 -1.767907 0.4 0.1 -0.3 0.0736
H -0.293071 0.538753 -2.616302 0.2 0.2 -0.1 0.0799
H -1.652243 0.257159 -1.533540 0.0 -0.3 0.0 0.0733
H 0.388528 1.459643 1.518376 0.0 -0.5 0.2 0.1239
H -1.107165 0.501867 1.227852 -0.1 -0.3 0.1 0.1134
H -1.858115 2.557369 1.212846 0.1 0.0 0.0 0.0847
O 2.117384 -1.531454 2.237591 0.0 0.1 -0.4 -0.0821
H 1.878264 -1.364852 1.302264 -0.1 0.2 0.5 -0.0056
H 1.955026 -2.462944 2.402722 0.0 0.0 -0.1 0.0213
```
Positions in Å, forces in eV/Å.

Properties
- LUMO energy: 0.82 eV
- Frontier orbital gap: 10.07 eV
- Strongest force on any atom: 1.3 eV Å⁻¹

Computed, not measured: a structure of composition C31H22BrN9O6Os, with ωB97M-V/def2-TZVPD.

Geometry as XYZ:
```
70
Properties=species:S:1:pos:R:3:forces:R:3:lowdin_charge:R:1
Os 0.351300 -0.842184 -2.095886 1.0 1.8 0.2 1.5850
C -3.725544 -1.944745 1.722110 -0.1 0.0 0.2 -0.0429
N -2.866913 -1.417440 0.651161 0.3 0.0 -0.3 -0.0918
C -1.739394 -1.892611 0.131659 -0.1 -0.2 -0.1 -0.1449
N -1.303161 -1.046707 -0.803471 0.3 0.3 0.1 -0.1604
C -2.226246 -0.038241 -0.781024 -0.2 0.0 0.0 -0.2173
N -3.176274 -0.243465 0.082623 -0.1 0.2 -0.1 0.1785
C -3.891938 -0.905158 2.802716 0.1 0.0 0.1 -0.2132
C -5.142280 -0.495271 3.238313 0.0 0.0 0.0 -0.0119
C -5.247286 0.497364 4.206586 0.0 0.0 0.0 -0.0307
C -4.115985 1.107662 4.722294 0.0 0.0 0.0 0.0137
C -2.861846 0.697957 4.282234 0.1 0.0 0.0 -0.1211
C -2.759553 -0.318003 3.342892 0.0 -0.1 -0.1 0.0153
C -1.624638 1.331569 4.736432 0.2 0.1 0.1 -0.2777
N -1.406146 2.378542 5.451005 -0.4 0.0 0.0 0.1413
N -0.036859 2.560382 5.488748 0.3 0.1 0.1 0.1420
C 0.483372 1.610050 4.798124 -0.2 0.0 0.0 -0.2824
O -0.466344 0.783812 4.291382 0.0 -0.2 -0.2 0.0885
C 1.864799 1.293542 4.439818 -0.1 0.0 0.0 -0.1203
C 2.941298 2.119629 4.746768 0.0 0.0 0.0 0.0168
C 4.213294 1.763215 4.324539 0.0 0.0 0.0 -0.0311
C 4.425097 0.600560 3.590755 0.0 0.0 0.0 -0.0113
C 3.353388 -0.230615 3.298621 -0.2 0.1 0.0 -0.2071
C 3.500178 -1.510864 2.522341 0.1 0.0 0.3 -0.0363
N 2.980165 -1.391544 1.146429 -0.4 0.0 -0.3 -0.0593
C 1.744991 -1.254284 0.700504 0.0 -0.1 0.3 -0.0627
N 1.773049 -1.173456 -0.640910 -0.4 -0.2 -0.2 -0.0881
C 3.112586 -1.273500 -0.942651 0.3 -0.1 0.1 -0.1436
N 3.849453 -1.400933 0.117549 0.1 -0.1 -0.3 0.1734
C 2.085445 0.118591 3.736294 0.1 -0.1 0.0 0.0073
H -3.252972 -2.854013 2.096940 0.0 0.0 -0.1 0.1406
H -4.686802 -2.209076 1.282413 0.1 0.0 0.0 0.1386
H -1.306503 -2.845318 0.385219 0.0 0.0 0.1 0.1520
H -2.186499 0.828887 -1.415238 0.0 0.0 0.0 0.1272
H -6.038388 -0.937344 2.821979 0.0 0.0 0.0 0.1221
H -6.225343 0.807154 4.546169 0.0 0.0 0.0 0.1199
H -4.190572 1.900991 5.452636 0.0 0.0 0.0 0.1298
H -1.776872 -0.628484 3.010386 0.0 0.0 0.0 0.1135
H 2.773258 3.028514 5.307119 0.0 0.0 0.0 0.1308
H 5.054052 2.397710 4.566898 0.0 0.0 0.0 0.1203
H 5.422941 0.345299 3.257034 0.0 0.0 0.0 0.1234
H 2.959019 -2.319951 3.014552 0.0 0.0 -0.1 0.1436
H 4.540008 -1.805072 2.398760 0.0 0.0 0.0 0.1380
H 0.866443 -1.213454 1.319470 0.0 0.1 0.0 0.1378
H 3.511088 -1.270433 -1.939968 0.0 0.0 -0.1 0.1293
H 1.248975 -0.544733 3.555472 0.0 0.0 0.0 0.1122
O 3.309824 4.410704 -2.910811 1.2 1.8 0.0 0.2612
C 2.620918 3.485696 -3.019366 -1.8 -2.3 -0.1 -0.1893
C 2.887516 2.148645 -3.835080 0.1 1.8 1.2 -0.2192
O 3.532177 2.043253 -4.811438 0.7 -0.6 -1.2 0.2432
C 2.060904 1.159643 -3.117054 -0.1 -1.6 -0.4 -0.2460
C 1.151599 1.769779 -2.285955 -1.0 -0.8 1.0 -0.2053
O 0.270554 1.014154 -1.655247 0.2 -1.5 -1.3 -0.0800
C 1.242952 3.201697 -2.247433 1.7 1.3 -0.7 -0.2483
O 0.523161 4.028171 -1.810703 -0.9 0.5 0.6 0.2273
O 2.040591 -0.106109 -3.251049 -0.6 0.0 0.4 -0.1087
C 0.684820 -0.553888 -7.499606 0.1 0.0 0.0 -0.0075
C -0.274603 -0.886313 -6.396537 0.0 0.0 0.0 -0.2130
C -1.627248 -1.118798 -6.615350 0.0 0.0 0.0 0.0483
C -2.424037 -1.514801 -5.559284 0.1 0.0 0.1 -0.0764
C -1.888611 -1.590620 -4.286019 -0.2 -0.1 0.0 -0.6933
Br -3.011978 -2.352053 -2.993528 0.0 0.0 0.0 0.9280
N -0.602815 -1.251861 -4.010712 -0.4 -0.2 0.6 -0.1091
C 0.173397 -0.978066 -5.094547 0.3 0.1 -0.2 -0.0636
H 0.166627 -0.443073 -8.448612 0.0 0.0 0.0 0.0941
H 1.426752 -1.345260 -7.609936 0.0 0.0 0.0 0.1036
H 1.220564 0.371667 -7.288835 0.0 0.0 0.0 0.0953
H -2.048863 -1.033783 -7.608394 0.0 0.0 0.0 0.1438
H -3.456104 -1.791355 -5.713166 0.0 0.0 0.0 0.1174
H 1.222060 -0.831964 -4.899132 -0.1 0.1 0.0 0.1106
```
Positions in Å, forces in eV/Å.

Properties
- LUMO energy (alpha / beta): -9.52 / -9.54 eV
- Total charge: +2
- Frontier orbital gap (alpha / beta): 3.55 / 3.53 eV
- Strongest force on any atom: 3.0 eV Å⁻¹

Computed, not measured: a structure of composition C27H25FeN5O2SSe2, with ωB97M-V/def2-TZVPD.

Geometry as XYZ:
```
63
Properties=species:S:1:pos:R:3:forces:R:3:lowdin_charge:R:1
Fe 0.925527 0.419629 -0.298012 -0.3 -0.1 -1.0 0.5274
O -5.647635 -0.876217 -1.846014 0.0 0.0 0.0 -0.0362
C -5.067438 0.237282 -2.478676 0.0 0.0 0.0 -0.1913
C -3.600459 0.254238 -2.162095 -0.1 0.0 0.0 -0.1323
C -2.798141 1.336853 -2.507809 0.0 0.0 0.0 0.0262
C -1.466678 1.318013 -2.158686 0.0 0.0 -0.1 -0.1072
N -0.888081 0.297233 -1.506899 0.3 0.3 0.1 0.0350
C -1.642365 -0.783449 -1.249374 0.0 -0.1 0.0 -0.1798
C -2.993400 -0.826724 -1.535966 -0.1 0.0 -0.1 0.0804
C -0.928894 -1.938337 -0.657440 -0.1 0.0 0.0 -0.1816
C -1.430556 -3.226754 -0.723908 0.0 -0.1 0.0 0.0821
C -0.710793 -4.273233 -0.162218 0.0 0.0 0.0 -0.1353
C -1.232219 -5.681123 -0.226087 0.0 0.0 0.0 -0.1923
O -2.195631 -5.746525 -1.249027 0.0 -0.1 0.1 -0.0349
C 0.498883 -3.973745 0.459071 0.0 0.0 0.1 0.0242
C 0.938610 -2.668472 0.465404 -0.1 0.0 0.2 -0.1356
N 0.252638 -1.664347 -0.094347 0.3 0.2 0.1 -0.0055
H -6.591512 -0.910316 -2.041469 0.1 0.0 0.0 0.1170
H -5.513328 1.181686 -2.149724 0.0 0.0 0.1 0.1424
H -5.179609 0.194514 -3.568570 0.0 0.0 0.0 0.1490
H -3.203195 2.186748 -3.042020 0.0 0.0 0.0 0.1369
H -0.825806 2.144171 -2.429193 0.0 0.0 0.0 0.1052
H -3.597183 -1.683794 -1.279899 0.0 0.0 0.0 0.1287
H -2.358550 -3.444927 -1.230377 0.0 0.0 0.0 0.1301
H -1.659311 -5.930501 0.752601 0.0 0.0 0.0 0.1479
H -0.396618 -6.366910 -0.396366 0.0 0.0 -0.1 0.1389
H -2.641910 -6.602128 -1.228070 0.1 0.1 0.0 0.1175
H 1.096418 -4.748786 0.922520 0.0 0.0 0.0 0.1353
H 1.877122 -2.405689 0.939895 0.0 0.0 0.0 0.1176
Se 3.310778 2.442093 -2.102714 0.1 0.0 -0.1 0.9285
Se 3.807168 1.735573 0.015895 -0.1 0.0 0.0 0.9297
C 3.968968 -0.089709 -0.544174 0.1 0.0 0.0 -0.6498
C 5.157243 -0.779234 -0.442545 0.0 0.0 0.0 -0.0401
C 5.184599 -2.069067 -0.969441 0.0 0.0 0.0 0.0132
C 4.045364 -2.572990 -1.570589 0.0 0.0 0.0 0.0130
C 2.887652 -1.804135 -1.588959 0.1 0.1 -0.1 -0.1008
N 2.836774 -0.574323 -1.068795 -0.2 -0.1 0.2 -0.0588
C 1.783674 3.446078 -1.537761 0.0 0.1 0.0 -0.6534
C 1.628994 4.756461 -1.949099 0.0 0.0 0.0 -0.0484
C 0.502948 5.437989 -1.499618 0.0 0.0 0.0 0.0065
C -0.380556 4.784937 -0.657501 0.0 0.0 0.0 0.0018
C -0.134352 3.463087 -0.311578 0.0 0.0 0.1 -0.1379
N 0.926243 2.782351 -0.757203 -0.1 -0.1 0.1 -0.0724
H 6.031910 -0.326187 0.003966 0.0 0.0 0.0 0.1284
H 6.093190 -2.655389 -0.924915 0.0 0.0 0.0 0.1395
H 4.042833 -3.556942 -2.018961 0.0 0.0 0.0 0.1348
H 1.973285 -2.175874 -2.030572 0.0 0.0 0.0 0.1309
H 2.365437 5.232519 -2.582084 0.0 0.0 0.0 0.1261
H 0.335720 6.466983 -1.790410 0.0 0.0 0.0 0.1381
H -1.257261 5.287670 -0.272886 0.0 0.0 0.0 0.1310
H -0.810752 2.917617 0.335825 0.0 0.0 0.0 0.1138
S 0.810935 0.740006 1.948234 0.1 -0.6 0.8 0.7045
C 0.499116 1.424454 3.507517 0.0 0.4 -0.2 -0.6334
N 0.019039 0.593570 4.459010 0.0 0.0 0.1 0.0767
C -0.273514 0.981160 5.718302 0.0 -0.1 0.0 -0.0024
C -0.084370 2.283248 6.091516 0.0 0.1 0.0 0.0029
C 0.416808 3.176498 5.145456 0.0 0.0 0.0 0.0143
C 0.707709 2.751269 3.860179 0.0 0.0 0.1 -0.0494
H -0.125395 -0.375593 4.198016 0.0 0.0 0.0 0.1603
H -0.650937 0.217852 6.383597 0.0 0.0 0.0 0.1531
H -0.320404 2.596363 7.097685 0.0 0.0 0.0 0.1360
H 0.581432 4.211371 5.417591 0.0 0.0 0.0 0.1370
H 1.099836 3.431902 3.119773 0.0 0.0 0.0 0.1164
```
Positions in Å, forces in eV/Å.

Properties
- LUMO energy (alpha / beta): -9.05 / -11.86 eV
- Total charge: +3
- Frontier orbital gap (alpha / beta): 7.52 / 4.69 eV
- Expectation value of S²: 8.773
- 2S+1: 6
- Strongest force on any atom: 1.1 eV Å⁻¹

Computed, not measured: a cluster of 4 separate species, C6H19BrN5O3 in total, with ωB97M-V/def2-TZVPD.

Geometry as XYZ:
```
34
Properties=species:S:1:pos:R:3:forces:R:3:lowdin_charge:R:1
Br -1.720397 0.327703 -1.476401 0.0 0.1 0.3 -0.3024
C -3.390395 4.029092 0.058297 -0.6 0.4 -0.2 -0.6912
O -4.168609 4.894371 0.468708 0.3 -0.3 0.0 -0.0326
N -3.793668 2.764869 -0.242142 0.4 0.1 0.1 0.1324
N -2.068759 4.316219 -0.196589 -0.1 -0.2 0.1 0.1484
H -4.779531 2.601569 -0.300231 -0.1 0.0 0.1 0.0905
H -3.155501 2.076701 -0.637444 -0.1 0.0 -0.1 -0.0976
H -1.411407 3.555578 -0.305484 0.0 0.0 0.1 0.0478
H -1.744679 5.127739 0.298548 0.1 0.0 0.0 0.0915
C 0.134287 2.179771 1.776870 0.2 0.2 -0.3 -0.6963
O 0.853759 2.660289 2.642879 0.0 0.1 0.1 -0.0116
N 0.434976 2.210938 0.432225 -0.7 -0.4 0.4 0.1148
N -1.073810 1.606647 2.063468 0.2 -0.1 0.0 0.1566
H 1.255135 2.678206 0.103121 0.3 -0.1 0.3 0.0969
H 0.029192 1.457208 -0.116520 -0.1 0.2 -0.5 -0.0619
H -1.281428 1.503373 3.037711 -0.1 -0.1 0.0 0.0938
H -1.652519 1.160608 1.365574 0.1 0.0 -0.1 0.0378
C 2.091696 -4.265885 -0.565446 0.3 -0.9 0.2 -0.0865
C 0.772153 -3.505574 -0.673717 0.6 -0.2 -0.5 -0.4303
C 0.905982 -2.147377 -0.027669 0.1 0.2 0.9 -0.2313
O 1.869926 -1.407497 -0.751620 0.2 0.2 -0.5 -0.2014
C 2.652765 -0.590840 0.072596 0.2 0.4 0.5 -0.1254
N 0.375541 -3.362275 -2.080833 0.7 -1.0 -1.0 0.0390
H 1.973887 -5.272751 -0.987016 -0.1 0.1 0.0 0.0670
H 2.429958 -4.424303 0.465315 -0.1 0.2 0.0 0.0727
H 2.915796 -3.812825 -1.117981 -0.2 0.3 0.0 0.0743
H 0.010086 -4.118991 -0.191803 -0.2 0.3 0.2 0.1349
H 1.305782 -2.266332 0.991870 -0.2 -0.3 0.0 0.1167
H -0.037253 -1.597630 0.076712 0.0 0.0 -0.5 0.0712
H 2.030596 0.026866 0.729927 0.0 -0.1 0.1 0.0732
H 3.268390 0.099655 -0.507476 -0.2 -0.2 -0.4 0.0856
H 3.358853 -1.169415 0.692040 -0.2 -0.1 0.0 0.0866
H 1.189227 -3.026971 -2.611102 -0.3 0.9 0.5 0.0722
H 0.419976 -4.308721 -2.486374 -0.8 0.1 0.4 0.0645
```
Positions in Å, forces in eV/Å.

Properties
- LUMO energy: 3.00 eV
- Total charge: -1
- Frontier orbital gap: 8.06 eV
- Strongest force on any atom: 1.6 eV Å⁻¹

Computed, not measured: a cluster of 2 separate species, C10H16 in total, with ωB97M-V/def2-TZVPD.

Geometry as XYZ:
```
26
Properties=species:S:1:pos:R:3:forces:R:3:lowdin_charge:R:1
C 0.587729 1.322020 -1.424121 0.5 0.7 0.2 -0.0516
C 0.556691 -0.134517 -1.803085 -0.4 1.0 0.4 -0.2771
C 1.261606 -1.032779 -0.997523 -0.6 -0.6 -0.3 -0.0590
C 1.306287 -2.368537 -1.360391 0.0 0.2 0.0 -0.0878
C 0.705806 -2.791840 -2.546246 -0.4 -0.2 0.9 -0.1009
C -0.073955 -1.909415 -3.260772 -0.1 0.7 -0.5 -0.0923
C -0.206973 -0.572800 -2.873064 1.1 -0.6 0.1 -0.0449
H 0.129687 1.495505 -0.457097 -0.1 0.0 0.2 0.0467
H 0.155074 2.053361 -2.105804 -0.4 -0.5 -0.3 0.0765
H 1.618216 1.684725 -1.348187 0.1 -0.3 0.2 0.0859
H 1.605666 -0.744175 -0.012013 0.4 0.3 -0.2 0.1028
H 1.775448 -3.083210 -0.695507 0.1 0.0 -0.1 0.1009
H 0.665511 -3.853461 -2.734834 0.3 -0.1 -0.5 0.0975
H -0.531336 -2.194583 -4.190077 -0.4 -0.4 -0.1 0.0960
H -0.826201 0.126260 -3.415895 0.0 0.0 -0.1 0.1082
C -1.822504 1.910379 2.604738 0.9 -0.4 -0.7 -0.1022
C -0.304751 1.503082 2.506611 -1.3 -0.2 0.8 -0.2735
C -0.112034 0.003387 2.824908 0.3 0.0 -0.4 -0.1113
H -1.996499 2.582258 3.438918 -0.3 -0.1 0.0 0.0610
H -2.156671 2.366174 1.671674 0.0 0.3 0.1 0.0585
H -2.394969 0.989402 2.674469 -0.3 0.1 0.4 0.0524
H 0.241601 2.060302 3.265545 0.2 0.3 -0.3 0.0889
H 0.028704 1.773913 1.513047 0.5 -0.1 0.1 0.0555
H 0.164828 -0.565844 1.934991 0.1 0.0 0.1 0.0485
H -1.019899 -0.462765 3.195510 -0.2 0.1 0.1 0.0573
H 0.642936 -0.156843 3.594205 0.1 0.0 -0.1 0.0641
```
Positions in Å, forces in eV/Å.

Properties
- LUMO energy: 1.03 eV
- Frontier orbital gap: 10.04 eV
- Strongest force on any atom: 1.6 eV Å⁻¹

Q: Among the records above, which one has the highest strongest force on any atom?
A: C31H22BrN9O6Os

Q: strongest force on any atom of number 3 (C31H22BrN9O6Os)?
A: 3.0 eV Å⁻¹

Q: Which value of strongest force on any atom does entry 4 give?
A: 1.1 eV Å⁻¹

Q: Which of these has the highest strongest force on any atom?
A: C31H22BrN9O6Os